(a)
A 2-piece molecular cluster, C5H9FO overall. Source: the Open Molecules 2025 dataset; level of theory: wB97M-V/def2-TZVPD.

Results
HOMO (spin up / spin down), eV: -5.33 / -10.93
Gap between HOMO and LUMO (spin up / spin down), eV: 6.49 / 10.03
Spin multiplicity: 3

Each atom is followed by the atoms it is bonded to, with distances in Å.
Atoms and positions in Å:
1 C 0.9242 -0.4096 -0.2246  C2 1.373, C3 1.503, O6 1.367, H8 1.137
2 C -0.0112 -0.3661 0.7794  C1 1.373, O6 1.369, H9 1.075
3 C 2.2870 -1.0289 -0.0859  C1 1.503, H10 1.045, H11 1.026, H12 1.105
4 C -2.6357 1.1065 0.6103  C5 1.539, H13 1.111, H14 1.137, H15 1.115
5 C -2.0171 -0.1332 -0.0599  C4 1.539, F7 1.372, H16 1.055
6 O 0.7620 0.7308 0.5109  C1 1.367, C2 1.369
7 F -2.4532 -1.3729 0.3355  C5 1.372
8 H 0.5034 -0.3831 -1.2807  C1 1.137
9 H -0.0025 -0.7942 1.7652  C2 1.075
10 H 2.3390 -1.5225 0.8337  C3 1.045
11 H 3.0048 -0.3078 -0.2180  C3 1.026
12 H 2.2602 -1.9044 -0.7602  C3 1.105
13 H -3.5318 1.3644 0.0057  C4 1.111
14 H -1.8563 1.9240 0.4776  C4 1.137
15 H -2.8429 0.9775 1.6985  C4 1.115
16 H -1.6148 -0.0670 -1.0332  C5 1.055

natural (NBO) population analysis, charges in e, atoms 1 to 5:
1. C 0.02
2. C 0.09
3. C -0.63
4. C -0.72
5. C 0.24

***

(b)
A 2-piece molecular cluster, C5H9FO overall. Source: the Open Molecules 2025 dataset; level of theory: wB97M-V/def2-TZVPD.

Results
HOMO (spin up / spin down), eV: -7.14 / -9.64
Gap between HOMO and LUMO (spin up / spin down), eV: 8.09 / 8.91
Spin multiplicity: 3

Each atom is followed by the atoms it is bonded to, with distances in Å.
Atoms and positions in Å:
1 C 0.7794 -0.2842 -0.5504  C3 1.513, C4 1.525, O6 1.172
2 C -1.7609 0.8188 1.3602  C5 1.451, F7 1.347
3 C 1.6268 -1.3749 -1.1668  C1 1.513, H8 1.117, H9 1.210, H10 1.188
4 C 1.5773 0.6023 0.3996  C1 1.525, H11 1.206, H12 1.095, H13 1.200
5 C -3.0745 0.6681 0.7627  C2 1.451, H14 1.109, H15 1.130, H16 1.173
6 O -0.3610 -0.1841 -0.8031  C1 1.172
7 F -1.5632 -0.1018 2.3231  C2 1.347
8 H 2.6935 -1.1012 -0.9816  C3 1.117
9 H 1.3720 -1.5892 -2.3296  C3 1.210
10 H 1.4929 -2.3805 -0.5487  C3 1.188
11 H 1.0276 0.4677 1.4650  C4 1.206
12 H 1.5269 1.6331 0.0333  C4 1.095
13 H 2.7404 0.3232 0.4995  C4 1.200
14 H -3.7252 -0.2158 0.9198  C5 1.109
15 H -3.0639 1.0679 -0.2940  C5 1.130
16 H -3.7303 1.5874 1.0807  C5 1.173

natural (NBO) population analysis, charges in e, atoms 1 to 5:
1. C 0.59
2. C 0.46
3. C -0.73
4. C -0.74
5. C -0.81

***

(b) is preferred energetically. Next in line: 0.0517 hartree higher.

***

(a)
A 2-piece molecular cluster, C2H10N2 overall. Source: the Open Molecules 2025 dataset; level of theory: wB97M-V/def2-TZVPD.

Results
SMILES string: CCN.N
HOMO, eV: -9.69
Gap between HOMO and LUMO, eV: 10.50
Spin multiplicity: 1

Each atom is followed by the atoms it is bonded to, with distances in Å.
Atoms and positions in Å:
1 N 3.0452 0.7252 -2.7473  H2 1.015, H3 1.024, H4 1.026
2 H 2.5335 0.8050 -1.8748  N1 1.015
3 H 2.8650 1.5973 -3.2526  N1 1.024
4 H 4.0120 0.8999 -2.4514  N1 1.026
5 C -1.0034 -0.1151 2.1798  C6 1.526, H8 1.076, H9 1.088, H10 1.095
6 C -1.1419 -0.1298 0.6606  C5 1.526, N7 1.480, H11 1.098, H12 1.090
7 N -1.8516 -1.3562 0.2330  C6 1.480, H13 1.017, H14 1.022
8 H -0.4118 -0.9359 2.5467  C5 1.076
9 H -2.0251 -0.0332 2.5456  C5 1.088
10 H -0.5571 0.8173 2.5416  C5 1.095
11 H -0.1878 -0.0178 0.1289  C6 1.098
12 H -1.6557 0.7692 0.3215  C6 1.090
13 H -1.2023 -1.9594 -0.2656  N7 1.017
14 H -2.4188 -1.0665 -0.5660  N7 1.022

natural (NBO) population analysis, charges in e, atoms 1 to 5:
1. N -1.05
2. H 0.35
3. H 0.35
4. H 0.35
5. C -0.61

***

(b)
A 2-piece molecular cluster, C2H10N2 overall. Source: the Open Molecules 2025 dataset; level of theory: wB97M-V/def2-TZVPD.

Results
SMILES string: CNC.N
HOMO, eV: -9.19
Gap between HOMO and LUMO, eV: 10.24
Spin multiplicity: 1

Each atom is followed by the atoms it is bonded to, with distances in Å.
Atoms and positions in Å:
1 N -1.0860 0.0053 2.2376  H2 1.017, H3 1.016, H4 1.017
2 H -1.7683 -0.4205 1.6150  N1 1.017
3 H -0.9883 -0.6184 3.0336  N1 1.016
4 H -0.2285 -0.1258 1.7072  N1 1.017
5 C -0.5270 0.8637 -0.8630  N6 1.462, H8 1.090, H9 1.101, H10 1.084
6 N 0.6348 0.1625 -0.3196  C5 1.462, C7 1.471, H11 1.013
7 C 1.1458 -0.9076 -1.1908  N6 1.471, H12 1.095, H13 1.081, H14 1.078
8 H -1.3131 0.1481 -1.1060  C5 1.090
9 H -0.2747 1.3542 -1.8157  C5 1.101
10 H -0.9301 1.5436 -0.1208  C5 1.084
11 H 1.3796 0.8488 -0.3550  N6 1.013
12 H 1.1582 -0.5812 -2.2358  C7 1.095
13 H 2.0737 -1.3112 -0.8117  C7 1.081
14 H 0.4178 -1.7012 -1.2283  C7 1.078

natural (NBO) population analysis, charges in e, atoms 1 to 5:
1. N -1.08
2. H 0.34
3. H 0.35
4. H 0.38
5. C -0.43

***

(a) is preferred energetically. Next in line: 0.0030 hartree higher.

***

(a)
A 2-piece molecular cluster, C2H10N2 overall. Source: the Open Molecules 2025 dataset; level of theory: wB97M-V/def2-TZVPD.

Results
SMILES string: CN.CN
HOMO, eV: -8.88
Gap between HOMO and LUMO, eV: 9.93
Spin multiplicity: 1

Each atom is followed by the atoms it is bonded to, with distances in Å.
Atoms and positions in Å:
1 C -2.5478 -1.6181 0.1387  N2 1.450, H3 1.086, H4 1.090, H5 1.096
2 N -1.2025 -1.9543 -0.2864  C1 1.450, H6 1.011, H7 1.011
3 H -2.5178 -1.2978 1.1758  C1 1.086
4 H -3.2096 -2.4805 0.0634  C1 1.090
5 H -3.0215 -0.7994 -0.4156  C1 1.096
6 H -1.1956 -2.2792 -1.2435  N2 1.011
7 H -0.5826 -1.1624 -0.1832  N2 1.011
8 C 2.6295 1.5541 0.0846  N9 1.501, H10 1.083, H11 1.081, H12 1.086
9 N 1.1381 1.4475 -0.0431  C8 1.501, H13 1.018, H14 1.016
10 H 3.0372 2.1129 -0.7485  C8 1.083
11 H 3.0151 0.5451 0.1232  C8 1.081
12 H 2.8986 2.1106 0.9775  C8 1.086
13 H 0.7917 1.5741 0.9055  N9 1.018
14 H 0.7671 2.2474 -0.5484  N9 1.016

natural (NBO) population analysis, charges in e, atoms 1 to 5:
1. C -0.41
2. N -0.84
3. H 0.19
4. H 0.19
5. H 0.16

***

(b)
A 2-piece molecular cluster, C2H10N2 overall. Source: the Open Molecules 2025 dataset; level of theory: wB97M-V/def2-TZVPD.

Results
SMILES string: NCN.C
HOMO, eV: -8.96
Gap between HOMO and LUMO, eV: 10.02
Spin multiplicity: 1

Each atom is followed by the atoms it is bonded to, with distances in Å.
Atoms and positions in Å:
1 C 2.6958 -0.0939 -0.0812  H2 1.084, H3 1.082, H4 1.087, H5 1.094
2 H 2.7346 -0.5441 -1.0666  C1 1.084
3 H 3.6715 0.1599 0.3130  C1 1.082
4 H 2.1628 0.8484 -0.1807  C1 1.087
5 H 2.0787 -0.6807 0.6051  C1 1.094
6 N -0.8810 0.8642 0.9704  C7 1.421, H9 1.004, H10 1.004
7 C -0.9107 0.3800 -0.3654  N6 1.421, N8 1.471, H11 1.108, H12 1.100
8 N -1.4175 -0.9939 -0.4989  C7 1.471, H13 1.010, H14 1.010
9 H -0.6288 0.2443 1.7196  N6 1.004
10 H -1.6366 1.4738 1.2261  N6 1.004
11 H 0.0823 0.4723 -0.8482  C7 1.108
12 H -1.5153 1.0763 -0.9654  C7 1.100
13 H -1.4350 -1.2598 -1.4735  N8 1.010
14 H -0.8260 -1.6130 0.0374  N8 1.010

natural (NBO) population analysis, charges in e, atoms 1 to 5:
1. C -0.85
2. H 0.21
3. H 0.22
4. H 0.22
5. H 0.21

***

(c)
A 2-piece molecular cluster, C2H10N2 overall. Source: the Open Molecules 2025 dataset; level of theory: wB97M-V/def2-TZVPD.

Results
SMILES string: NCN.C
HOMO, eV: -9.22
Gap between HOMO and LUMO, eV: 10.30
Spin multiplicity: 1

Each atom is followed by the atoms it is bonded to, with distances in Å.
Atoms and positions in Å:
1 C -1.4915 1.1604 6.1210  H2 1.097, H3 1.132, H4 1.071, H5 1.072
2 H -1.7884 1.5193 7.1144  C1 1.097
3 H -0.6087 1.8524 5.9687  C1 1.132
4 H -2.2322 1.2861 5.3581  C1 1.071
5 H -0.8917 0.2735 6.1667  C1 1.072
6 N 1.2615 -0.5012 -3.4217  C7 1.451, H9 1.006, H10 1.026
7 C 0.9225 -0.2621 -2.0313  N6 1.451, N8 1.476, H11 1.126, H12 1.083
8 N -0.4423 -0.6477 -1.6217  C7 1.476, H13 1.027, H14 1.021
9 H 1.6768 -1.3383 -3.7942  N6 1.006
10 H 0.3924 -0.3492 -3.9446  N6 1.026
11 H 1.6655 -0.9084 -1.4857  C7 1.126
12 H 1.1163 0.7982 -1.9273  C7 1.083
13 H -0.4837 -0.4082 -0.6243  N8 1.027
14 H -1.0449 0.0975 -1.9738  N8 1.021

natural (NBO) population analysis, charges in e, atoms 1 to 5:
1. C -0.87
2. H 0.22
3. H 0.21
4. H 0.22
5. H 0.22

***

(d)
A 2-piece molecular cluster, C2H10N2 overall. Source: the Open Molecules 2025 dataset; level of theory: wB97M-V/def2-TZVPD.

Results
SMILES string: CN.CN
HOMO, eV: -9.25
Gap between HOMO and LUMO, eV: 10.25
Spin multiplicity: 1

Each atom is followed by the atoms it is bonded to, with distances in Å.
Atoms and positions in Å:
1 C -2.1341 -1.2992 -0.1552  H5 1.070, H6 1.086, H7 1.057, N13 1.409
2 C 2.1786 1.1087 0.4873  H10 1.197, H11 1.148, H12 1.110, N14 1.421
3 H -0.6194 -1.2843 -1.3860  N13 1.034
4 H -0.6359 -0.0386 -0.4136  N13 1.063
5 H -2.3260 -0.7786 0.7602  C1 1.070
6 H -2.7555 -0.9339 -0.9675  C1 1.086
7 H -2.4067 -2.2751 0.1456  C1 1.057
8 H 0.7179 0.3088 -0.6307  N14 1.084
9 H 0.0670 1.3684 0.4974  N14 1.037
10 H 2.2201 1.8064 1.4591  C2 1.197
11 H 2.7297 0.1941 0.9099  C2 1.148
12 H 2.8258 1.6730 -0.2161  C2 1.110
13 N -0.7586 -1.0935 -0.3789  C1 1.409, H3 1.034, H4 1.063
14 N 0.8970 1.2439 -0.1115  C2 1.421, H8 1.084, H9 1.037

natural (NBO) population analysis, charges in e, atoms 1 to 5:
1. C -0.41
2. C -0.43
3. H 0.34
4. H 0.34
5. H 0.19

***

(b) is preferred energetically. Next in line: 0.0061 hartree higher.

***

(a)
An isolated ion of composition C5H11NO and charge +1. Source: the Open Molecules 2025 dataset; level of theory: wB97M-V/def2-TZVPD.

Results
HOMO (spin up / spin down), eV: -15.02 / -15.04
Net charge: +1
Gap between HOMO and LUMO (spin up / spin down), eV: 10.96 / 6.86
Spin multiplicity: 2

Each atom is followed by the atoms it is bonded to, with distances in Å.
Atoms and positions in Å:
1 C 0.0517 -0.9337 2.4867  C2 1.602, H8 1.093, H9 1.084, H10 1.095
2 C -0.8253 -0.7656 1.1562  C1 1.602, N3 1.464, H11 1.092, H12 1.089
3 N 0.0429 -0.1901 0.1275  C2 1.464, C4 1.517, C5 1.716, C6 1.790
4 C 1.3505 -0.8072 -0.3328  N3 1.517, H13 1.091, H14 1.111, H15 1.078
5 C -1.1778 0.1170 -1.0382  N3 1.716, C6 1.506, H16 1.092, H17 1.104
6 C -0.1076 1.1759 -1.0200  N3 1.790, C5 1.506, O7 1.246, H18 1.083
7 O 0.5542 1.7873 -1.8811  C6 1.246
8 H 0.8765 -1.6431 2.3803  C1 1.093
9 H -0.5964 -1.4504 3.1861  C1 1.084
10 H 0.3895 0.0204 2.9053  C1 1.095
11 H -1.4658 0.0309 1.5418  C2 1.092
12 H -1.2603 -1.7619 1.0908  C2 1.089
13 H 1.6138 -0.1969 -1.1982  C4 1.091
14 H 1.1433 -1.8698 -0.5824  C4 1.111
15 H 2.0533 -0.8559 0.4831  C4 1.078
16 H -1.0067 -0.6471 -1.7999  C5 1.092
17 H -2.0992 0.7034 -0.8768  C5 1.104
18 H -0.5026 1.7494 -0.1907  C6 1.083

natural (NBO) population analysis, charges in e, atoms 1 to 5:
1. C -0.62
2. C -0.26
3. N -0.33
4. C -0.42
5. C -0.21

***

(b)
An isolated ion of composition C5H11NO and charge +1. Source: the Open Molecules 2025 dataset; level of theory: wB97M-V/def2-TZVPD.

Results
HOMO (spin up / spin down), eV: -13.97 / -13.97
Net charge: +1
Gap between HOMO and LUMO (spin up / spin down), eV: 9.35 / 7.60
Spin multiplicity: 2

Each atom is followed by the atoms it is bonded to, with distances in Å.
Atoms and positions in Å:
1 C 0.9227 0.7302 -1.8961  O2 1.400, C3 1.529, H8 1.088, H9 1.093
2 O 0.8783 2.0910 -1.5687  C1 1.400, H10 0.960
3 C 0.9812 -0.1900 -0.6763  C1 1.529, C4 1.566, H11 1.094, H12 1.069
4 C -0.4850 -0.6240 -0.3394  C3 1.566, C5 1.481, H13 1.083, H14 1.094
5 C -0.7806 -0.7767 1.1037  C4 1.481, C6 1.413, N7 1.308
6 C -0.2970 -1.8214 1.9227  C5 1.413, H15 1.091, H16 1.083
7 N -1.4462 0.1631 1.7229  C5 1.308, H17 1.014, H18 1.010
8 H 0.0507 0.5003 -2.5047  C1 1.088
9 H 1.7256 0.5065 -2.6025  C1 1.093
10 H 1.7465 2.5011 -1.5715  O2 0.960
11 H 1.2293 0.3473 0.2433  C3 1.094
12 H 1.6007 -1.0396 -0.8687  C3 1.069
13 H -0.7385 -1.5818 -0.7775  C4 1.083
14 H -1.2422 0.0840 -0.6890  C4 1.094
15 H -0.3955 -2.8219 1.4982  C6 1.091
16 H 0.3225 -1.8619 2.8099  C6 1.083
17 H -2.2660 0.5136 1.2404  N7 1.014
18 H -1.4244 0.1472 2.7324  N7 1.010

natural (NBO) population analysis, charges in e, atoms 1 to 5:
1. C -0.07
2. O -0.72
3. C -0.40
4. C -0.47
5. C 0.39

***

(c)
A 2-piece molecular cluster, C5H11NO overall. Source: the Open Molecules 2025 dataset; level of theory: wB97M-V/def2-TZVPD.

Results
HOMO (spin up / spin down), eV: -12.69 / -12.69
Net charge: +1
Gap between HOMO and LUMO (spin up / spin down), eV: 8.27 / 4.52
Spin multiplicity: 2

Each atom is followed by the atoms it is bonded to, with distances in Å.
Atoms and positions in Å:
1 O -3.0163 1.1146 1.2255  C2 1.195
2 C -1.9907 1.3894 0.6781  O1 1.195, C3 1.520, H5 1.105
3 C -1.3166 0.4534 -0.3124  C2 1.520, C4 1.532, H6 1.092, H7 1.095
4 C -1.4629 0.9518 -1.7532  C3 1.532, H8 1.089, H9 1.089, H10 1.090
5 H -1.5232 2.3720 0.8710  C2 1.105
6 H -1.8066 -0.5175 -0.2170  C3 1.092
7 H -0.2628 0.3166 -0.0463  C3 1.095
8 H -2.4975 1.2399 -1.9314  C4 1.089
9 H -1.2015 0.1501 -2.4419  C4 1.089
10 H -0.8247 1.8121 -1.9560  C4 1.090
11 C 1.5723 -1.9905 1.5289  C12 1.376, H14 1.085, H15 1.078
12 C 2.0675 -1.4404 0.3684  C11 1.376, N13 1.333, H16 1.084
13 N 2.5294 -0.1935 0.2789  C12 1.333, H17 1.017, H18 1.018
14 H 1.4172 -1.3293 2.3755  C11 1.085
15 H 1.3038 -3.0324 1.5944  C11 1.078
16 H 2.1534 -1.9846 -0.5656  C12 1.084
17 H 2.2322 0.4982 0.9619  N13 1.017
18 H 2.6270 0.1901 -0.6589  N13 1.018

natural (NBO) population analysis, charges in e, atoms 1 to 5:
1. O -0.48
2. C 0.43
3. C -0.50
4. C -0.61
5. H 0.11

***

(b) is preferred energetically. Next in line: 0.0026 hartree higher.